{
  "formula": "C17H45F2N6O10S2",
  "method": "wB97M-V/def2-TZVPD",
  "de_lowest_kj_mol": 453.70,
  "lumo_energy_ev": -8.2,
  "e_tot_ev": -74846.0340,
  "homo_energy_ev": -13.5,
  "charge": 3,
  "elements": ["C", "C", "O", "H", "H", "H", "H", "H", "C", "C", "O", "N", "H", "H", "C", "H", "H", "H", "H", "H", "H", "C", "C", "O", "N", "H", "H", "C", "H", "H", "H", "H", "H", "H", "C", "C", "O", "N", "H", "H", "C", "H", "H", "H", "H", "H", "H", "C", "C", "O", "N", "H", "H", "C", "H", "H", "H", "H", "H", "H", "C", "C", "O", "N", "H", "H", "C", "H", "H", "H", "H", "H", "H", "N", "S", "O", "O", "F", "S", "O", "O", "F"],
  "xyz": [[1.2834, -0.5150, 0.5703], [0.0120, 0.1972, 0.2718], [-0.4588, 1.0038, 1.3309], [1.5038, -1.3601, -0.0825], [1.2192, -0.9650, 1.5616], [2.1657, 0.1263, 0.5224], [-0.7075, -0.6095, 0.1015], [0.1303, 0.7830, -0.6466], [-2.7009, -1.6019, 4.5904], [-3.0588, -1.2601, 3.1470], [-3.5400, -2.0727, 2.4162], [-3.1308, 0.2569, 2.8607], [-2.7411, 0.8466, 3.5864], [-2.4141, 0.3340, 2.1399], [-4.5702, 0.5960, 2.5838], [-3.4620, -1.1452, 5.2242], [-1.7120, -1.1818, 4.7830], [-2.6127, -2.6683, 4.7901], [-4.5803, 1.5967, 2.1533], [-5.1498, 0.5953, 3.5056], [-4.9891, -0.1178, 1.8769], [-0.4688, -2.4920, -2.3648], [-0.7731, -1.1666, -3.0868], [0.0872, -0.3587, -3.3676], [-2.2349, -0.8995, -3.5021], [-2.8721, -1.6147, -3.1657], [-2.6238, -0.1111, -2.9959], [-2.2752, -0.7890, -5.0300], [0.5820, -2.5392, -2.0883], [-0.7211, -3.3188, -3.0305], [-1.1682, -2.4840, -1.5276], [-1.3710, -0.4105, -5.5013], [-3.0692, -0.0697, -5.2302], [-2.6306, -1.7404, -5.4225], [3.6599, -0.0731, -2.5299], [3.5540, 0.1099, -4.0263], [3.0074, 1.0933, -4.5086], [3.6807, -1.1617, -4.8571], [4.5982, -1.5807, -4.7461], [3.0006, -1.8215, -4.4961], [3.4439, -0.9514, -6.3876], [3.5287, -1.1028, -2.1958], [2.9608, 0.5644, -1.9924], [4.6822, 0.1972, -2.2587], [4.0835, -0.1461, -6.7519], [2.4523, -0.5756, -6.6294], [3.8831, -1.8041, -6.9031], [2.3749, 1.0323, 4.1382], [2.3543, 2.1717, 3.0646], [3.1877, 2.2472, 2.2337], [1.1270, 3.0945, 2.9441], [1.3411, 3.6789, 2.1463], [0.3564, 2.4679, 2.7213], [0.9901, 3.8505, 4.3161], [1.3983, 0.8762, 4.5990], [3.1692, 1.1030, 4.8791], [2.4231, 0.0968, 3.5797], [0.2458, 4.6299, 4.1644], [1.9645, 4.2959, 4.5112], [0.7519, 3.0550, 5.0187], [-2.4496, 3.9101, 1.2102], [-1.4695, 4.4987, 0.2568], [-1.5106, 5.6665, -0.0351], [-0.3989, 3.5503, -0.2388], [0.4839, 3.8619, 0.1513], [-0.4614, 2.6065, 0.1472], [-0.3067, 3.6672, -1.7475], [-2.0226, 3.2285, 1.9495], [-2.9925, 3.0772, 0.7557], [-3.1017, 4.6934, 1.5902], [-0.1746, 4.7345, -1.9209], [-1.2720, 3.3921, -2.1700], [0.5125, 3.0785, -2.1557], [1.5524, -5.6053, 1.5820], [0.5516, -6.6748, 1.6830], [0.3560, -7.4792, 0.4266], [-0.5549, -6.4743, 2.6383], [1.6549, -7.6509, 2.4308], [0.6293, -4.4186, 0.8156], [0.0004, -3.5105, 1.6761], [-0.1045, -4.7627, -0.3981], [1.9118, -3.5811, 0.3454]],
  "forces_ev_per_angstrom": [[1.1987, -0.3472, 0.3332], [-0.7106, -0.0703, 0.8661], [-0.2934, 1.3577, -0.1159], [-0.2546, 0.0447, -0.1937], [0.0119, 0.0216, 0.0476], [0.0239, 0.2439, 0.2008], [-0.4315, -0.0219, -0.4203], [-0.0722, 0.0912, -0.5490], [0.9823, 0.7468, -0.8621], [-1.4489, -3.3060, 2.3400], [0.9013, 2.3134, -0.4121], [-0.2541, -1.2267, -0.1488], [-0.1360, -0.2993, 0.6916], [0.2411, 0.7307, -1.3758], [0.2561, 0.7343, -0.7104], [0.0908, 0.0689, 0.1642], [-0.0514, 0.2336, 0.4194], [-0.3484, 0.0100, -0.4468], [-0.2053, -0.0489, 0.0358], [0.2717, -0.1320, 0.0570], [0.2006, -0.0072, 0.1059], [-1.3347, 1.4336, -0.9533], [3.2844, -0.3390, 0.6208], [-2.5021, -0.8334, 0.1099], [1.0105, -0.2410, -0.3368], [0.1661, -0.9206, -0.2503], [0.4452, 0.9356, -0.3252], [-1.7903, 0.5392, 0.0164], [-0.2567, 0.0987, 0.1952], [-0.1093, -0.2011, 0.1314], [0.3184, -0.6263, 0.3909], [0.1909, -0.2636, 0.6280], [0.0502, -0.0248, -0.1844], [0.4323, -0.0490, 0.0297], [1.1237, -0.3860, -0.3308], [-3.9021, 2.5912, 0.4887], [2.2379, -2.8925, 0.3477], [0.0222, 1.2291, -1.9927], [0.3682, -0.1989, 0.1837], [-0.1792, -0.2860, 0.1756], [1.3247, 0.7334, 0.2696], [-0.0187, -0.1004, -0.1810], [0.0602, 0.1036, -0.3791], [0.0558, 0.0800, 0.2871], [0.2069, 0.2238, 0.6592], [-0.1837, -0.8526, 0.3502], [-0.9245, -0.4103, 0.1020], [-1.5733, 0.5679, -0.8134], [0.7461, -2.4940, 0.5206], [-0.2260, 0.9271, -0.2616], [1.2753, -0.0965, 2.0463], [0.0530, 0.3815, 0.0719], [-0.6802, -0.5370, -0.4470], [0.1055, -0.4480, -1.7473], [0.0346, 0.5834, 0.4581], [0.0155, 0.2186, -0.2221], [0.7400, 0.1519, -0.2957], [-0.0977, -0.2130, 0.4055], [-0.0952, -0.0454, 0.1183], [-0.1792, 0.4711, 0.1780], [-0.0856, -1.2591, -0.1192], [-1.3713, 1.9776, 1.2751], [1.1132, -2.3315, -0.3758], [0.4855, 1.0670, -1.1296], [0.3256, 0.4721, -0.1688], [-0.7798, -1.4821, 0.6704], [-0.2181, 0.4682, 0.1817], [0.7121, 0.7171, 0.5348], [-0.5438, 0.4531, -0.8013], [0.0608, -0.2432, 0.0649], [0.1855, -0.1293, -0.2614], [0.1263, -0.2094, 0.0618], [-0.0974, -0.0069, 0.2287], [0.8106, 7.5575, -2.6182], [-3.2732, -10.7399, 0.4510], [-0.4146, 2.5856, 3.2417], [1.8377, -0.1329, -2.1083], [-1.4127, 0.5807, 0.0516], [2.2479, -1.5391, -1.4082], [-1.2109, 1.6101, 1.5588], [1.2576, 0.5749, 1.2111], [0.0573, 0.0620, -0.6314]],
  "lowdin_charge": [-0.10, -0.46, -0.37, 0.05, 0.08, 0.06, 0.09, 0.07, 0.05, -0.36, 0.19, 0.08, 0.16, 0.12, 0.03, 0.11, 0.09, 0.12, 0.09, 0.12, 0.11, 0.04, -0.35, 0.11, 0.11, 0.18, 0.18, 0.05, 0.09, 0.12, 0.10, 0.10, 0.11, 0.12, 0.03, -0.34, 0.15, 0.12, 0.19, 0.17, 0.05, 0.10, 0.09, 0.11, 0.11, 0.10, 0.11, 0.05, -0.37, 0.18, 0.09, 0.14, 0.10, 0.08, 0.08, 0.11, 0.09, 0.10, 0.12, 0.10, 0.02, -0.39, 0.20, 0.09, 0.16, 0.08, 0.04, 0.07, 0.10, 0.12, 0.11, 0.11, 0.10, -0.27, 0.48, -0.32, -0.30, -0.22, 0.54, -0.29, -0.31, -0.22]
}